Formula: C48H26F9N6O7SY
Source: OMol25
Level of theory: the ωB97M-V functional and the def2-TZVPD basis

Results
E_HOMO = -0.0752 Ha
Calculated total energy = -109806.865 eV
Relative energy (zero: lowest compared OMol25 entry of this formula, charge and spin) = 31.0 kcal/mol
Max |F| = 0.0290 hartree/bohr
LUMO energy = 3.14 eV

```
! wB97M-V def2-TZVPD RIJCOSX def2/J DEFGRID3
* xyz -2 1
Y -0.888 0.766 0.130
O 1.194 1.731 1.012
C 2.357 2.081 1.063
C 3.535 1.248 0.859
C 4.731 1.738 1.371
C 5.867 0.965 1.292
C 5.849 -0.294 0.710
C 4.682 -0.771 0.149
C 3.527 -0.004 0.213
O 2.361 -0.382 -0.369
N 7.124 1.494 1.829
O 7.119 2.635 2.253
O 8.136 0.848 1.633
H 2.583 3.112 1.378
H 4.764 2.707 1.849
H 6.748 -0.891 0.699
H 4.649 -1.745 -0.314
O -0.733 -1.191 -0.845
S -0.369 -2.262 -1.875
C -2.002 -2.642 -2.605
C -2.449 -4.015 -2.099
C -1.807 -4.188 -0.726
C -0.351 -3.792 -0.918
H -1.920 -2.572 -3.689
H -2.640 -1.841 -2.234
H -2.089 -4.798 -2.772
H -3.537 -4.076 -2.065
H -1.881 -5.213 -0.360
H -2.282 -3.528 0.000
H 0.209 -4.522 -1.507
H 0.218 -3.572 -0.019
O 2.120 3.255 -1.687
C 1.038 2.959 -2.139
N 0.150 2.029 -1.628
C -0.972 2.027 -2.375
O -1.955 1.341 -2.059
C -0.835 2.963 -3.532
C -1.674 3.288 -4.577
C -1.210 4.228 -5.494
C 0.045 4.814 -5.350
C 0.878 4.480 -4.284
C 0.412 3.546 -3.387
H -2.649 2.830 -4.675
H -1.833 4.511 -6.334
H 0.374 5.541 -6.082
H 1.855 4.931 -4.160
C 2.363 -1.385 -1.276
C 2.995 -2.262 -1.883
C 3.399 -3.319 -2.669
C 3.921 -3.048 -4.005
C 3.693 -1.806 -4.633
C 4.193 -1.521 -5.890
C 4.949 -2.456 -6.590
C 5.201 -3.680 -5.985
C 4.705 -3.970 -4.724
C 3.170 -4.667 -2.137
C 3.179 -4.898 -0.749
C 2.857 -6.133 -0.216
C 2.518 -7.201 -1.040
C 2.506 -6.998 -2.413
C 2.824 -5.759 -2.952
H 3.109 -1.062 -4.105
H 3.987 -0.551 -6.330
H 5.340 -2.231 -7.575
H 5.807 -4.422 -6.494
H 4.952 -4.920 -4.270
H 3.449 -4.091 -0.078
H 2.882 -6.258 0.860
H 2.268 -8.168 -0.621
H 2.234 -7.809 -3.081
H 2.771 -5.628 -4.026
F 1.284 3.086 5.614
C 1.387 1.941 4.916
C 2.546 1.205 5.062
F 3.471 1.699 5.902
C 2.820 0.025 4.347
C 1.770 -0.342 3.493
C 0.621 0.403 3.370
F -0.281 -0.038 2.429
C 0.359 1.587 4.045
C -0.832 2.423 3.810
C -1.315 2.528 2.531
N -1.635 2.525 1.402
C -1.537 3.056 4.858
N -2.120 3.576 5.711
F 1.866 -1.460 2.752
C 4.049 -0.722 4.450
C 4.418 -1.705 3.508
N 4.751 -2.520 2.754
C 4.981 -0.529 5.497
N 5.769 -0.433 6.340
F -4.207 0.878 0.726
C -3.222 -0.097 0.611
F -3.683 -0.912 -0.446
C -3.420 -0.974 1.843
F -3.240 -0.264 2.966
F -2.512 -1.978 1.851
F -4.634 -1.561 1.937
*
```

These are the Mulliken partial charges, in e, on atoms 1 to 2: number 1, Y, carries 0.54; number 2, O, carries -0.05